[1]
Below is a 2-piece molecular cluster, FH3N2 overall in a non-equilibrium geometry, with properties calculated with ωB97M-V/def2-TZVPD.

Properties
HOMO (alpha / beta) = -9.018 / -9.353 eV
Lowest unoccupied orbital energy (alpha / beta) = 0.1272 / -0.0287 eV
ΔE to the lowest compared entry with this formula, charge and spin = 82.5 kcal/mol
Gap between HOMO and LUMO (alpha / beta) = 9.145 / 9.324 eV
Calculated total energy = -5740.01375 eV

The geometry in ORCA input format:
```
! wB97M-V def2-TZVPD RIJCOSX def2/J DEFGRID3
* xyz 0 1
N 0.2551 -0.8296 0.0284
N 1.0054 0.0040 -0.6072
F 2.1695 0.1043 0.2540
H -0.3236 -1.6403 -0.4530
H 0.1093 -0.7108 1.0611
H 0.4693 1.8015 -0.6835
*
```

[2]
Below is one molecule with the formula C21H35NO3, with properties calculated with ωB97M-V/def2-TZVPD.

Properties
HOMO = -8.507 eV
Lowest unoccupied orbital energy = 0.8232 eV
SMILES string = C=C(C)[C@@H]1CC=C(CN2CCC(CCOC)(C(=O)OCC)CC2)CC1
ΔE to the lowest compared entry with this formula, charge and spin = 39.5 kcal/mol
Gap between HOMO and LUMO = 9.331 eV
Calculated total energy = -29977.10192 eV

The geometry in ORCA input format:
```
! wB97M-V def2-TZVPD RIJCOSX def2/J DEFGRID3
* xyz 0 1
C 3.5269 -5.6266 1.7286
C 3.1070 -5.0031 0.6394
C 3.7451 -5.2288 -0.6979
H 3.0187 -5.6481 -1.3942
H 4.5887 -5.9100 -0.6228
H 4.0929 -4.2829 -1.1125
C 1.9791 -3.9985 0.6527
C 0.7525 -4.4716 1.4360
C -0.4018 -3.4997 1.2133
C 0.0300 -2.0756 1.4300
C 1.3060 -1.7195 1.4527
C 2.4483 -2.6646 1.2478
H 3.1921 -2.2036 0.5921
H 2.9413 -2.8491 2.2081
H 1.5612 -0.6847 1.6292
C -1.0849 -1.0822 1.6423
N -0.7139 0.2604 1.2400
C -1.6021 1.2710 1.7765
C -1.0437 2.6611 1.4893
H -1.7148 3.4146 1.9038
H -0.0679 2.7527 1.9680
C -0.8858 2.8883 -0.0217
C -2.2817 2.9982 -0.6271
O -3.1689 3.6464 -0.1299
O -2.4053 2.3537 -1.7871
C -3.6734 2.4210 -2.4389
C -4.6379 1.3835 -1.8818
H -4.2112 0.3868 -1.9695
H -5.5725 1.4186 -2.4342
H -4.8411 1.5928 -0.8342
H -4.0868 3.4270 -2.3100
H -3.4604 2.2356 -3.4938
C -0.0629 1.7363 -0.5996
C -0.6409 0.3819 -0.2046
H 0.0093 -0.4122 -0.5783
H -1.6376 0.2521 -0.6636
H -0.0105 1.8142 -1.6840
H 0.9494 1.8070 -0.1975
C -0.2084 4.2553 -0.2532
C -0.0272 4.6514 -1.7247
O 0.9298 3.9092 -2.4439
C 2.2655 4.2087 -2.1293
H 2.5346 3.8944 -1.1150
H 2.4642 5.2833 -2.2300
H 2.8773 3.6600 -2.8428
H 0.2336 5.7211 -1.7661
H -0.9629 4.5056 -2.2696
H 0.7626 4.2524 0.2453
H -0.8252 5.0229 0.2193
H -1.6767 1.1298 2.8583
H -2.6208 1.1897 1.3514
H -1.9904 -1.4310 1.1089
H -1.3292 -1.0597 2.7108
H -1.2269 -3.7360 1.8911
H -0.7855 -3.6041 0.1922
H 0.9895 -4.5067 2.4997
H 0.4675 -5.4766 1.1183
H 1.6647 -3.8156 -0.3806
H 3.0780 -5.4685 2.6936
H 4.3433 -6.3284 1.6992
*
```

[3]
Below is a 2-piece molecular cluster, C6H6 overall in a non-equilibrium geometry, with properties calculated with ωB97M-V/def2-TZVPD.

Properties
HOMO = -8.060 eV
Lowest unoccupied orbital energy = 0.5395 eV
ΔE to the lowest compared entry with this formula, charge and spin = 186.4 kcal/mol
Gap between HOMO and LUMO = 8.599 eV
Calculated total energy = -6311.11653 eV

The geometry in ORCA input format:
```
! wB97M-V def2-TZVPD RIJCOSX def2/J DEFGRID3
* xyz 0 1
C 0.8377 1.1693 0.2876
C -0.3682 0.6391 0.1796
C -0.1769 2.0103 -0.3117
C -0.6748 3.0873 -0.8759
C 0.0540 -3.5872 0.5611
C 0.7527 -2.8640 -0.1944
H 1.8470 1.0547 0.5087
H -1.6140 3.0531 -1.1686
H 0.0386 3.8676 -0.9521
H 1.1220 -4.0869 0.7590
H -0.7674 -4.1732 0.9388
H -1.0505 -0.1703 0.2680
*
```

[4]
Below is C17H19BN6O3Ru as an isolated structure in a non-equilibrium geometry, with properties calculated with ωB97M-V/def2-TZVPD.

Properties
HOMO (alpha / beta) = -14.558 / -14.482 eV
Lowest unoccupied orbital energy (alpha / beta) = -7.3266 / -10.6091 eV
<S²> = 6.04
ΔE to the lowest compared entry with this formula, charge and spin = 0.0 kcal/mol
Gap between HOMO and LUMO (alpha / beta) = 7.231 / 3.873 eV
Calculated total energy = -36263.32650 eV

The geometry in ORCA input format:
```
! wB97M-V def2-TZVPD RIJCOSX def2/J DEFGRID3
* xyz 2 5
H 1.2069 3.7025 -0.4079
N 0.8997 1.9768 -1.6214
B 0.5171 0.3756 -3.5657
N 0.8560 1.7721 -2.9937
C 1.0267 2.9534 -3.6134
Ru 0.8141 0.4876 -0.2681
H 1.0037 2.9950 -4.6923
C 1.2044 3.9391 -2.6542
H 1.3697 4.9847 -2.8298
C 1.1220 3.3067 -1.4117
H 0.5292 0.3651 -4.7588
C -2.1205 -2.5654 2.5276
H -1.2441 -2.9161 3.0803
H -1.8783 -1.6093 2.0551
H -2.3731 -3.2996 1.7564
N -0.8737 0.0312 -2.9794
N 1.4806 -0.6769 -2.9640
N -1.0378 -0.0393 -1.6287
N 1.5739 -0.8345 -1.5871
C -2.0430 -0.2421 -3.5931
C 2.2531 -1.6037 -3.5596
H -2.0846 -0.2313 -4.6727
H 2.2943 -1.6367 -4.6397
C -2.9861 -0.4952 -2.6062
C 2.8733 -2.3631 -2.5785
C -2.3171 -0.3693 -1.3785
C 2.4297 -1.8669 -1.3496
H -4.0181 -0.7391 -2.7588
H 3.5652 -3.1714 -2.7356
H -2.6694 -0.4931 -0.3640
H 2.6536 -2.1613 -0.3346
H -2.9462 -2.4373 3.1943
O 0.4827 3.1886 3.5371
C 0.4593 2.0310 4.2251
C 0.1268 2.0963 5.5834
C 0.1811 0.9434 6.3588
C 0.5406 -0.2932 5.7968
C 0.8100 -0.3810 4.4298
C 0.7712 0.7657 3.6296
C 0.8797 0.6435 2.1890
O 1.0040 -0.4818 1.5700
O 0.7776 1.6874 1.4111
H 0.6680 2.9574 2.5950
H -0.1559 3.0622 6.0114
H -0.0442 1.0103 7.4243
H 0.6009 -1.1898 6.4216
H 1.0483 -1.3318 3.9546
*
```

[5]
Below is a 3-piece molecular cluster, C28H60ClN2O9S4 overall in a non-equilibrium geometry, with properties calculated with ωB97M-V/def2-TZVPD.

Properties
HOMO = -10.883 eV
Lowest unoccupied orbital energy = -3.6631 eV
Gap between HOMO and LUMO = 7.220 eV
Calculated total energy = -107256.75427 eV

The geometry in ORCA input format:
```
! wB97M-V def2-TZVPD RIJCOSX def2/J DEFGRID3
* xyz 1 1
C 6.9354 -2.1781 0.8477
C 5.5677 -2.0423 0.2035
C 4.3329 -2.9528 0.7897
N 3.7037 -2.4352 2.0637
Cl 4.7095 -2.9308 3.3731
C 3.3156 -0.9777 2.0502
C 4.3586 0.0484 2.7793
C 3.6189 1.5490 2.7434
C 4.3116 2.5945 1.6926
N 3.9105 2.4424 0.2504
C 4.5822 1.2997 -0.4582
C 5.5313 1.9900 -1.6504
C 4.9656 1.6214 -3.1454
C 5.6324 0.1610 -3.5784
C 2.4339 2.5491 0.0034
S 1.2800 1.3063 -0.0222
S 1.7720 4.3040 -0.3641
C 0.9310 4.0792 -2.0638
C -0.7147 4.2226 -1.9782
C -1.2033 5.1376 -0.6664
C 2.3809 -3.2137 2.2287
O 2.5380 -4.6691 2.0964
C 1.4895 -5.2331 1.1987
C 2.1012 -5.7002 -0.2792
O 1.0335 -5.7979 -1.3145
C 0.9769 -4.5099 -2.0801
C -0.6221 -4.3299 -2.5204
O -0.7230 -3.3802 -3.6405
C -1.3432 -2.1036 -3.2280
C -0.4323 -0.8437 -3.8246
H 7.1412 -2.0413 1.9915
H 7.8076 -2.5072 0.1066
H 5.5144 -1.3160 -0.7125
H 4.7654 -4.0616 0.8843
H 3.4782 -2.9238 -0.0390
H 2.2610 -0.8886 2.5897
H 3.1650 -0.6689 0.9239
H 5.4432 0.0710 2.3157
H 4.5212 -0.1626 3.9429
H 3.7464 2.0349 3.8267
H 2.4686 1.3835 2.6067
H 4.0957 3.7000 2.0619
H 5.4909 2.4587 1.7753
H 5.3320 0.7368 0.2430
H 3.8776 0.5554 -1.0197
H 6.6276 1.5556 -1.5187
H 5.6165 3.1488 -1.4348
H 3.7904 1.5259 -3.0911
H 5.3324 2.4046 -3.9350
H 5.9316 0.2321 -4.7117
H 4.8985 -0.7393 -3.3385
H 6.6272 -0.0770 -2.9741
H 1.4218 4.7674 -2.8899
H 1.1304 2.9621 -2.4289
H -1.1871 3.1372 -1.9411
H -1.1691 4.7434 -2.9295
H -2.3422 5.4501 -0.8323
H -0.5397 6.1224 -0.5549
H -1.1505 4.4917 0.3349
H 1.9985 -2.9503 3.3272
H 1.6362 -2.7205 1.4714
H 0.5326 -4.5652 1.1124
H 1.1330 -6.2481 1.7113
H 2.5068 -6.8061 -0.1233
H 3.0106 -5.0522 -0.6299
H 1.6155 -4.6423 -3.0570
H 1.3723 -3.6322 -1.4141
H -1.3162 -4.0720 -1.6125
H -0.9575 -5.3906 -2.9113
H -2.4198 -2.0582 -3.7132
H -1.3957 -1.9405 -2.0688
H 0.0023 -1.1959 -4.8640
H 0.4800 -0.6899 -3.0792
H -1.0730 0.1355 -3.8789
O -4.1292 -1.9469 -1.3909
S -5.1244 -1.4186 -0.4836
O -5.7701 -2.2471 0.5145
O -6.2701 -0.6456 -1.3458
C -6.9688 -1.3728 -2.3506
C -7.9500 -2.3613 -1.7471
C -4.4460 -0.0010 0.3422
H -6.2639 -1.8737 -3.0228
H -7.5239 -0.6433 -2.9520
H -7.4300 -3.1415 -1.1842
H -8.5398 -2.8512 -2.5258
H -8.6262 -1.8562 -1.0501
H -3.9824 0.6562 -0.3957
H -3.6969 -0.3585 1.0496
H -5.2465 0.5132 0.8789
O -7.7761 3.2822 2.0300
S -6.4587 3.6703 2.4844
O -5.3411 2.7482 2.4755
O -6.5835 4.3301 3.9686
C -7.1696 3.5546 5.0085
C -6.2422 2.4456 5.4715
C -5.9635 5.1339 1.6102
H -8.1383 3.1546 4.6904
H -7.3614 4.2316 5.8493
H -6.0706 1.7152 4.6759
H -6.6669 1.9122 6.3255
H -5.2657 2.8524 5.7529
H -6.7796 5.8585 1.6326
H -5.7457 4.8456 0.5812
H -5.0644 5.5397 2.0793
*
```